ORCA calculation (wB97M-V/def2-TZVPD) on 2 unconnected molecules or ions with the total composition C3H5N3.

Calculated values
Gap between HOMO and LUMO (eV): 9.351
LUMO level (eV): 1.09
Energy above the lowest of the compared OMol25 structures with the same formula, charge and spin (eV): 2.123
Molar mass (g mol⁻¹): 83.09
E_HOMO (eV): -8.26

Geometry as XYZ:
```
11
Properties=species:S:1:pos:R:3:forces:R:3:lowdin_charge:R:1
C 1.922288 0.393570 0.885129 -0.5 0.5 -0.4 0.036
C 0.756774 0.476707 0.564003 0.4 0.0 0.4 -0.286
N -0.393466 0.486423 -0.113069 0.5 0.4 -0.5 -0.113
C -1.745742 0.200910 0.285530 -0.2 -0.1 0.3 -0.097
H 2.988976 0.462598 0.895606 -0.3 -0.1 0.6 0.019
H -0.249467 0.505035 -1.114315 -0.1 0.1 0.2 0.109
H -2.121126 -0.578496 -0.385245 -0.2 0.1 0.2 0.079
H -1.780612 -0.184629 1.306519 0.1 0.1 -0.1 0.086
H -2.382024 1.098488 0.215041 0.1 -0.3 0.1 0.079
N 2.026642 -1.284272 -1.178060 -1.9 -0.9 -0.7 0.047
N 0.977758 -1.576334 -1.361141 2.0 0.2 0.0 0.041
```
Positions in Å, forces in eV/Å.

***

ORCA calculation (wB97M-V/def2-TZVPD) on C3H5N3 in the gas phase.

Calculated values
Gap between HOMO and LUMO (eV): 10.664
LUMO level (eV): 0.83
Energy above the lowest of the compared OMol25 structures with the same formula, charge and spin (eV): 1.563
Molar mass (g mol⁻¹): 83.09
E_HOMO (eV): -9.83

Geometry as XYZ:
```
11
Properties=species:S:1:pos:R:3:forces:R:3:lowdin_charge:R:1
C 0.260693 -1.562440 -0.267520 0.0 -0.3 -0.1 -0.026
N 0.026823 -0.149467 -0.506661 0.1 0.1 0.3 -0.201
C -0.817409 0.555216 0.286954 0.1 0.1 0.0 -0.095
C -0.228426 1.772203 0.431384 0.0 0.1 0.0 -0.145
N 0.928913 1.773278 -0.299932 -0.1 0.0 -0.1 -0.004
N 1.085671 0.616478 -0.844695 -0.1 0.1 0.3 0.010
H 0.270237 -2.161982 -1.171831 0.0 0.1 -0.1 0.082
H 1.221070 -1.641466 0.242164 -0.1 -0.2 -0.1 0.091
H -0.521171 -1.907435 0.409286 0.1 -0.1 -0.2 0.084
H -1.733528 0.115358 0.640611 0.1 0.1 0.2 0.114
H -0.492873 2.590258 1.080242 -0.1 0.1 -0.3 0.091
```
Positions in Å, forces in eV/Å.

***

ORCA calculation (wB97M-V/def2-TZVPD) on 2 unconnected molecules or ions with the total composition C3H5N3.

Calculated values
Gap between HOMO and LUMO (eV): 9.273
LUMO level (eV): -0.04
Energy above the lowest of the compared OMol25 structures with the same formula, charge and spin (eV): 3.459
Molar mass (g mol⁻¹): 83.09
E_HOMO (eV): -9.31

Geometry as XYZ:
```
11
Properties=species:S:1:pos:R:3:forces:R:3:lowdin_charge:R:1
C -1.535311 -0.375231 0.055547 -0.1 0.0 0.1 -0.048
N -0.458703 -0.248576 -0.949549 0.4 0.1 0.1 0.037
C 0.536089 0.537070 -0.733808 0.3 0.5 -0.3 -0.222
N 1.368486 1.390776 -0.762885 -0.6 -0.6 0.1 0.258
C 1.247029 -0.374531 1.528810 1.1 0.4 0.0 -0.320
N 2.327401 0.086991 1.504804 -1.0 -0.4 0.0 -0.156
H -1.065557 -0.735098 0.979416 -0.2 0.0 -0.1 0.031
H -2.278947 -1.064882 -0.343155 0.1 0.1 0.1 0.091
H -1.987210 0.605327 0.210573 0.1 -0.1 0.0 0.097
H -0.231987 -1.078090 -1.489045 0.0 0.1 0.0 0.170
H 2.078714 1.256240 -0.000706 0.0 0.0 0.0 0.063
```
Positions in Å, forces in eV/Å.

***

ORCA calculation (wB97M-V/def2-TZVPD) on C3H5N3 in the gas phase.

Calculated values
Gap between HOMO and LUMO (eV): 10.924
LUMO level (eV): 1.15
Energy above the lowest of the compared OMol25 structures with the same formula, charge and spin (eV): 6.030
Molar mass (g mol⁻¹): 83.09
E_HOMO (eV): -9.77

Geometry as XYZ:
```
11
Properties=species:S:1:pos:R:3:forces:R:3:lowdin_charge:R:1
C 1.544241 -0.021905 -0.995451 1.3 -1.4 -0.9 -0.111
N 0.240845 0.306462 -0.473471 -0.8 1.4 -1.4 -0.144
N -0.577210 -0.874650 -0.047670 0.7 -0.4 -1.1 0.004
C -1.785196 -0.233729 0.444542 -1.0 0.5 0.8 -0.076
C -1.068161 0.497620 1.335874 -1.8 -1.3 -1.6 -0.068
N 0.190167 -0.056573 0.878738 0.0 -0.1 1.7 -0.072
H 1.861655 -0.888530 -0.350331 0.6 0.8 -0.9 0.078
H 1.525442 -0.377848 -2.097980 -0.3 0.8 1.8 0.100
H 2.230214 0.894282 -0.920754 -1.1 -1.4 0.1 0.099
H -2.876321 -0.436501 0.134566 2.2 0.4 0.5 0.119
H -1.285677 1.191372 2.091937 0.1 0.8 0.8 0.071
```
Positions in Å, forces in eV/Å.

***

ORCA calculation (wB97M-V/def2-TZVPD) on 2 unconnected molecules or ions with the total composition C3H5N3.

Calculated values
Gap between HOMO and LUMO (eV): 9.647
LUMO level (eV): 1.10
Energy above the lowest of the compared OMol25 structures with the same formula, charge and spin (eV): 5.305
Molar mass (g mol⁻¹): 83.09
E_HOMO (eV): -8.55

Geometry as XYZ:
```
11
Properties=species:S:1:pos:R:3:forces:R:3:lowdin_charge:R:1
N 0.576704 1.867431 -0.259645 -0.2 0.0 0.0 0.046
C -0.555495 1.252053 0.146928 -0.5 -0.1 0.2 -0.313
C -1.547176 0.708597 0.570741 0.3 0.3 -0.2 0.047
C 0.018694 -2.042029 0.943778 0.6 0.3 -0.5 0.107
N 0.581962 -1.559041 0.037418 -0.3 -0.4 0.5 -0.213
N 1.312764 -0.968295 -0.791896 -0.1 -0.1 0.0 0.042
H 0.459784 2.839307 -0.507283 0.0 -0.1 0.0 0.088
H 1.129904 1.319882 -0.910251 -0.1 0.0 0.2 0.057
H -2.453832 0.245500 0.884512 0.1 0.1 0.0 0.011
H -0.874563 -2.138206 1.522212 0.0 0.0 -0.2 0.063
H 1.358583 -1.526803 -1.642777 -0.1 0.0 0.0 0.065
```
Positions in Å, forces in eV/Å.

***

ORCA calculation (wB97M-V/def2-TZVPD) on a molecular structure, C3H5N3.

Calculated values
Gap between HOMO and LUMO (alpha / beta) (eV): 5.892 / 5.895
LUMO level (alpha / beta) (eV): -0.49 / -0.49
Energy above the lowest of the compared OMol25 structures with the same formula, charge and spin (eV): 8.995
Molar mass (g mol⁻¹): 83.09
E_HOMO (alpha / beta) (eV): -6.38 / -6.38

Geometry as XYZ:
```
11
Properties=species:S:1:pos:R:3:forces:R:3:lowdin_charge:R:1
C -0.015100 -0.209502 0.381301 0.1 0.2 -3.6 -0.445
C -1.022796 0.305474 -0.479662 -6.4 2.1 1.9 -0.124
C 0.467857 0.315002 1.551063 0.9 0.5 1.1 -0.096
N 0.774874 0.181071 -1.064697 2.6 -1.0 1.3 -0.027
N 1.831041 -0.443151 -1.154651 -0.5 -0.9 0.1 0.071
N -2.155266 0.689327 -0.746720 3.0 -1.7 -0.6 0.234
H 2.314732 -0.291240 -2.051761 -0.3 0.7 -0.1 0.067
H -2.933906 0.040157 -0.809029 -0.3 0.4 0.1 0.110
H -0.587316 -1.232281 0.212030 1.0 -0.4 0.0 0.177
H -0.176629 0.548385 2.383290 -0.2 0.1 -0.1 0.016
H 1.502510 0.096758 1.778835 0.0 0.0 -0.1 0.017
```
Positions in Å, forces in eV/Å.

***

ORCA calculation (wB97M-V/def2-TZVPD) on a molecular structure, C3H5N3.

Calculated values
Gap between HOMO and LUMO (eV): 8.786
LUMO level (eV): 1.03
Energy above the lowest of the compared OMol25 structures with the same formula, charge and spin (eV): 2.592
Molar mass (g mol⁻¹): 83.09
E_HOMO (eV): -7.75

Geometry as XYZ:
```
11
Properties=species:S:1:pos:R:3:forces:R:3:lowdin_charge:R:1
N -1.162605 -0.520257 -1.464537 -0.7 -0.8 -0.3 0.069
C -0.535058 -0.267804 -0.246944 -1.0 -1.1 0.1 -0.447
C 0.523448 -0.921748 0.283771 -0.8 -0.2 -0.6 -0.153
N 1.263697 -0.027651 1.028811 -1.4 1.3 -0.5 0.027
C 0.317573 1.232678 0.824183 1.8 -0.7 2.6 -0.125
N -0.844318 0.976190 0.378348 2.6 -0.1 -2.0 0.118
H -2.110486 -0.176852 -1.431184 -0.2 0.0 -0.3 0.073
H -0.679494 -0.090702 -2.255910 -0.2 -0.2 0.5 0.089
H 0.724839 -1.977759 0.176924 0.3 0.2 -0.1 0.111
H 1.664073 -0.459933 1.893268 -0.4 1.6 -0.7 0.132
H 0.768917 2.215743 0.721091 0.0 0.0 1.3 0.106
```
Positions in Å, forces in eV/Å.

***

ORCA calculation (wB97M-V/def2-TZVPD) on C3H5N3 in the gas phase.

Calculated values
Gap between HOMO and LUMO (eV): 10.265
LUMO level (eV): 0.18
Energy above the lowest of the compared OMol25 structures with the same formula, charge and spin (eV): 1.424
Molar mass (g mol⁻¹): 83.09
E_HOMO (eV): -10.09

Geometry as XYZ:
```
11
Properties=species:S:1:pos:R:3:forces:R:3:lowdin_charge:R:1
H -1.097193 -0.692340 -2.284697 0.1 0.1 0.0 0.071
N -0.603064 0.082197 -1.836381 0.0 -0.2 0.3 0.187
C -0.688243 -0.008237 -0.574214 0.2 0.0 -0.4 -0.453
C -1.445335 -1.147050 -0.005540 -0.5 -0.9 0.2 -0.145
N -2.009770 -2.125263 0.262013 0.6 1.3 -0.1 0.149
N -0.012038 0.904720 0.259901 -0.2 -0.1 0.1 -0.062
C 1.335014 0.509516 0.691830 0.2 -0.1 0.1 -0.102
H -0.577660 1.204280 1.044662 0.0 -0.2 0.0 0.115
H 1.368181 -0.494859 1.138640 0.0 0.1 -0.1 0.078
H 1.685075 1.222094 1.443914 -0.1 -0.1 -0.1 0.081
H 2.045033 0.544941 -0.140130 -0.3 0.0 0.0 0.082
```
Positions in Å, forces in eV/Å.

***

ORCA calculation (wB97M-V/def2-TZVPD) on C3H5N3 in the gas phase.

Calculated values
Gap between HOMO and LUMO (alpha / beta) (eV): 8.548 / 8.093
LUMO level (alpha / beta) (eV): -0.18 / -0.18
Energy above the lowest of the compared OMol25 structures with the same formula, charge and spin (eV): 5.672
Molar mass (g mol⁻¹): 83.09
E_HOMO (alpha / beta) (eV): -8.72 / -8.27

Geometry as XYZ:
```
11
Properties=species:S:1:pos:R:3:forces:R:3:lowdin_charge:R:1
C 1.554294 1.019374 -0.040449 1.9 0.7 -0.4 -0.149
C 2.294329 -0.300295 0.080984 1.0 3.2 -0.8 -0.343
C -1.684870 -0.563544 0.272782 2.5 -1.7 0.0 -0.057
N 0.326192 0.931568 0.084377 -2.7 1.5 -0.1 -0.036
N 1.840232 -1.240579 0.645222 -1.4 -2.8 1.0 0.170
N -0.353121 0.038026 0.582359 -0.3 -2.0 0.7 -0.004
H 2.239701 1.897856 -0.018339 -1.4 -0.4 -0.4 0.119
H 3.228364 0.066864 -0.299540 1.5 -1.3 0.0 0.091
H -1.786591 -1.109307 -0.689604 0.8 0.0 0.5 0.082
H -1.812872 -1.263611 1.139993 -0.3 0.8 -1.0 0.094
H -2.418758 0.146556 0.155843 -1.7 2.0 0.5 0.034
```
Positions in Å, forces in eV/Å.

***

ORCA calculation (wB97M-V/def2-TZVPD) on C3H5N3 in the gas phase.

Calculated values
Gap between HOMO and LUMO (eV): 11.203
LUMO level (eV): 1.05
Energy above the lowest of the compared OMol25 structures with the same formula, charge and spin (eV): 2.060
Molar mass (g mol⁻¹): 83.09
E_HOMO (eV): -10.15

Geometry as XYZ:
```
11
Properties=species:S:1:pos:R:3:forces:R:3:lowdin_charge:R:1
C -1.643365 -0.329476 0.025470 -0.2 -0.1 0.0 -0.044
C -0.164166 -0.145557 -0.026283 -0.1 -0.4 0.1 -0.348
C 0.588833 1.053834 -0.017749 0.0 0.3 -0.3 -0.121
N 1.854089 0.771013 -0.182752 -1.5 0.3 -0.8 0.023
N 1.866522 -0.619601 -0.289397 2.5 2.3 0.9 -0.097
N 0.671735 -1.169887 -0.103107 -0.5 0.3 0.5 0.077
H -2.114475 0.385660 0.706176 0.1 -0.1 -0.1 0.078
H -2.098699 -0.193342 -0.961442 0.1 0.0 0.1 0.081
H -1.878387 -1.340584 0.363970 0.0 0.1 0.0 0.077
H 0.249682 2.072724 0.086907 -0.1 0.0 0.0 0.106
H 2.668226 -0.484782 0.398202 -0.5 -2.8 -0.4 0.168
```
Positions in Å, forces in eV/Å.

***

ORCA calculation (wB97M-V/def2-TZVPD) on C3H5N3 in the gas phase.

Calculated values
Gap between HOMO and LUMO (eV): 7.465
LUMO level (eV): 0.59
Energy above the lowest of the compared OMol25 structures with the same formula, charge and spin (eV): 3.817
Molar mass (g mol⁻¹): 83.09
E_HOMO (eV): -6.87

Geometry as XYZ:
```
11
Properties=species:S:1:pos:R:3:forces:R:3:lowdin_charge:R:1
C 1.700707 -0.492822 0.017717 0.0 1.3 0.0 -0.370
C 1.238794 0.822545 -0.016878 0.8 0.1 0.1 -0.176
C -0.774847 -0.266425 -0.204639 4.0 -2.9 0.5 -0.199
N 0.879304 -1.481067 0.037274 -4.0 1.2 -0.5 0.109
N -0.134368 0.865791 -0.123505 -0.6 0.2 -0.3 0.010
N -2.070442 -0.576004 -0.021494 -0.3 0.4 0.2 0.090
H 2.766778 -0.693807 0.010243 0.1 -0.1 -0.1 0.098
H 1.806294 1.720289 -0.165874 0.0 0.1 0.0 0.078
H -0.581819 1.776182 -0.187898 -0.1 -0.2 0.1 0.163
H -2.260668 -1.564943 -0.074984 0.0 0.1 -0.1 0.098
H -2.569730 -0.109735 0.730035 0.1 -0.1 -0.1 0.099
```
Positions in Å, forces in eV/Å.

***

ORCA calculation (wB97M-V/def2-TZVPD) on C3H5N3 in the gas phase.

Calculated values
Gap between HOMO and LUMO (eV): 10.125
LUMO level (eV): 0.99
Energy above the lowest of the compared OMol25 structures with the same formula, charge and spin (eV): 4.134
Molar mass (g mol⁻¹): 83.09
E_HOMO (eV): -9.13

Geometry as XYZ:
```
11
Properties=species:S:1:pos:R:3:forces:R:3:lowdin_charge:R:1
H 2.567963 -1.502495 0.261443 0.3 -0.5 1.2 0.063
N 1.846147 -0.809144 0.128415 0.3 -0.1 0.1 0.015
N 1.620352 -0.063782 1.076922 0.0 1.0 -1.4 0.014
C 0.688295 1.019816 0.378642 0.6 -0.5 0.8 -0.247
N 0.596300 0.630702 -1.041700 -1.4 0.8 -0.5 0.152
C -0.418023 0.455586 -0.308406 0.2 0.0 -0.5 -0.340
C -1.686367 -0.301255 -0.281344 -0.1 0.0 0.0 -0.019
H 0.828399 2.084975 0.612570 0.1 -0.8 0.4 0.114
H -2.026844 -0.474394 0.742537 0.1 0.1 -0.2 0.080
H -2.457996 0.246302 -0.826700 0.0 -0.1 0.1 0.081
H -1.529093 -1.265224 -0.775885 -0.1 0.2 0.0 0.086
```
Positions in Å, forces in eV/Å.